[1]
Here is a cluster of 2 separate species, C6H14BNO in total from the OMol25 dataset. Energies are from ωB97M-V/def2-TZVPD.

Properties
DFT total energy = -391.79557 hartree
SMILES string = C[C@@H]1NC1(C)C.CB=O

Each line ends with the Löwdin charge.
Atoms and positions in Å:
C: -1.8710 -0.0588 1.4159  -0.06
C: -0.3357 -0.0771 1.2891  -0.18
N: 0.5097 0.2546 0.1249  0.00
C: 0.2165 -1.1344 0.2401  -0.52
C: 1.5104 -1.9074 0.5880  -0.01
C: -0.6411 -1.6117 -0.8218  -0.04
H: -2.4814 0.8516 1.3132  0.07
H: -2.0034 -0.5190 2.3585  0.05
H: -2.4658 -0.8061 0.7092  0.11
H: 0.3487 -0.2841 2.0922  0.12
H: 1.4595 0.4251 0.3088  0.08
H: 1.1300 -2.5877 1.3897  0.10
H: 2.2505 -1.2439 0.9108  0.05
H: 1.8555 -2.4417 -0.2884  0.07
H: -1.2578 -0.8909 -1.2133  0.04
H: -1.2078 -2.4920 -0.3783  0.12
H: 0.0665 -1.9932 -1.5000  0.07
C: 0.8741 3.0477 -1.5206  -0.03
B: -0.2961 2.0334 -1.3674  -0.37
O: -1.2603 1.3795 -1.0684  0.10
H: 1.7228 2.6554 -2.1553  0.07
H: 1.3190 3.2741 -0.5473  0.05
H: 0.5570 4.1265 -1.8796  0.10


[2]
Here is a structure of composition C6H14BaO3 from the OMol25 dataset. Energies are from ωB97M-V/def2-TZVPD.

Properties
DFT total energy = -487.43146 hartree
Total charge = +2

Each line ends with the Löwdin charge.
Atoms and positions in Å:
H: 0.1477 -2.0140 3.2031  0.04
C: 0.4649 -1.0044 2.9168  0.00
H: 1.1569 -0.5773 3.6483  0.03
H: -0.3910 -0.3250 2.8506  0.04
H: 1.4142 -1.3237 2.0139  0.14
C: 0.1929 3.2924 -2.1074  -0.03
O: 0.3784 2.0376 -1.4589  -0.68
C: -0.8074 1.2768 -1.1877  -0.13
C: -0.4598 0.1196 -0.2718  -0.19
O: -1.2099 -0.9643 -0.7526  -0.05
C: -0.9261 -2.1442 -0.0436  -0.13
C: 0.5870 -2.1854 0.0849  -0.17
O: 0.8795 -0.8561 0.6617  -0.42
H: 1.1817 3.7184 -2.3009  0.10
H: -0.3282 3.1318 -3.0603  0.13
H: -0.3683 3.9483 -1.4292  0.13
H: -1.2654 0.9675 -2.1373  0.16
H: -1.4749 1.9652 -0.6507  0.16
H: -0.8203 0.4678 0.7121  0.14
H: -1.2726 -3.0073 -0.6228  0.16
H: -1.4073 -2.0750 0.9450  0.15
H: 1.0257 -2.5863 -0.8331  0.13
H: 1.0340 -2.8855 0.7962  0.14
Ba: 2.2683 1.0230 -0.9762  2.17


[3]
Here is a structure of composition C6H14Br from the OMol25 dataset. Energies are from ωB97M-V/def2-TZVPD.

Properties
DFT total energy = -2810.96108 hartree
Spin multiplicity = 2

Each line ends with the Löwdin charge.
Atoms and positions in Å:
Br: 2.0667 2.0822 2.0403  0.38
H: -0.6323 0.8888 1.4696  0.10
C: -0.8493 -0.0121 0.8698  -0.22
C: -2.2461 0.0445 0.2967  -0.09
C: 0.2869 -0.1678 -0.1494  -0.63
C: 0.2743 -1.4278 -0.9971  -0.05
C: 1.6185 -0.2078 0.5870  -0.15
C: 0.3488 1.0684 -1.0406  -0.07
H: -0.7956 -0.8293 1.5886  0.12
H: -3.0005 0.0932 1.0808  0.07
H: -2.4182 0.9077 -0.3334  0.07
H: -2.4353 -0.8457 -0.2922  0.07
H: -0.5891 -1.4926 -1.6644  0.09
H: 1.1759 -1.4218 -1.6091  0.08
H: 0.3181 -2.3134 -0.3609  0.09
H: 1.6420 0.7754 1.1941  -0.30
H: 1.6729 -1.0622 1.2818  0.11
H: 2.4352 -0.2514 -0.1351  0.10
H: 0.3785 1.9866 -0.4476  0.07
H: 1.2504 1.0519 -1.6511  0.09
H: -0.5018 1.1330 -1.7278  0.09


[4]
Here is a structure of composition C6H14BrN from the OMol25 dataset. Energies are from ωB97M-V/def2-TZVPD.

Properties
DFT total energy = -2865.64151 hartree

Each line ends with the Löwdin charge.
Atoms and positions in Å:
C: 0.5410 2.3937 0.9160  -0.12
C: 1.5768 1.4107 -1.2872  -0.10
C: -1.5897 -1.8478 -1.2529  -0.14
C: -0.3501 -1.6268 1.0182  -0.11
C: 0.9927 1.1758 0.0677  -0.21
C: -0.5179 -1.1394 -0.3969  -0.63
N: -0.6864 0.3258 -0.5479  -0.54
Br: -2.2521 0.8812 0.1542  0.73
H: 0.2424 2.2901 1.9176  0.05
H: 1.2998 3.1602 0.9459  0.07
H: -0.3329 2.9462 0.4377  0.07
H: 2.2854 2.1600 -1.2330  0.04
H: 0.7866 1.6853 -2.0082  0.09
H: 2.0641 0.5086 -1.7923  0.10
H: -2.5989 -1.9628 -0.6693  0.08
H: -1.7888 -1.1667 -2.1530  0.08
H: -1.3931 -2.8218 -1.8683  0.09
H: -1.3145 -1.3192 1.6049  0.08
H: 0.5534 -1.1144 1.4858  0.07
H: -0.0635 -2.6668 0.8361  0.08
H: 1.3483 0.4212 0.7940  0.09
H: 0.4596 -1.4315 -0.8541  0.13


no.,strongest force on any atom (eV/Å)
1,4.15
2,6.37
3,2.49
4,4.41